{
  "formula": "C5H5NO2",
  "method": "ωB97M-V/def2-TZVPD",
  "spin_multiplicity": 1,
  "e_homo_ev": -8.7,
  "max_force_ev_per_a": 6.61,
  "orbital_gap_ev": 9.19,
  "lumo_ev": 0.5170,
  "species": ["C", "C", "C", "C", "C", "N", "O", "O", "H", "H", "H", "H", "H"],
  "coordinates": [[1.246, 1.510, -3.143], [0.835, 0.496, -2.172], [1.584, 0.715, 0.218], [0.435, 0.317, 1.240], [-0.483, 0.346, -0.038], [0.728, 0.607, -0.813], [2.708, 1.027, 0.363], [1.770, 2.325, -3.790], [0.461, -0.355, -2.813], [0.765, -0.685, 1.530], [0.069, 0.975, 1.975], [-0.856, -0.562, -0.395], [-1.214, 1.251, -0.132]],
  "forces_ev_per_a": [[-0.193, -1.235, 3.849], [1.208, 1.831, -6.230], [-1.773, 0.357, 2.342], [0.363, -0.702, -2.541], [0.480, 2.321, 0.293], [-0.829, 0.332, -1.259], [2.043, 0.285, -0.336], [-0.887, -1.333, 0.393], [0.331, 0.602, 1.433], [-0.743, 0.121, 0.521], [0.271, 0.611, 1.228], [-1.325, -1.367, -0.096], [1.054, -1.821, 0.404]],
  "mulliken_charge": [0.464, -0.274, 0.367, -0.597, -0.586, 0.074, -0.570, -0.328, 0.254, 0.265, 0.337, 0.348, 0.246]
}


{
  "formula": "C2H7N3OS",
  "method": "ωB97M-V/def2-TZVPD",
  "spin_multiplicity": 1,
  "e_homo_ev": -9.4,
  "max_force_ev_per_a": 2.47,
  "orbital_gap_ev": 9.99,
  "lumo_ev": 0.5875,
  "species": ["C", "C", "H", "H", "H", "H", "H", "H", "H", "N", "N", "N", "O", "S"],
  "coordinates": [[1.567, 0.779, 0.515], [-0.767, 0.363, -0.179], [1.953, 1.248, -0.357], [1.193, 1.556, 1.204], [2.329, 0.256, 1.040], [1.338, -1.507, -1.589], [-0.221, 2.160, -0.452], [-2.575, -0.042, -0.413], [-1.608, -2.347, 0.374], [0.488, -0.174, 0.174], [-1.038, 1.568, -0.387], [-1.760, -0.621, -0.368], [-1.877, -1.515, 0.715], [0.978, -1.723, -0.277]],
  "forces_ev_per_a": [[-1.649, -0.049, 0.688], [1.468, -1.983, 0.196], [0.536, 0.452, -0.853], [-0.061, -0.305, -0.339], [0.662, -0.503, 0.218], [-0.183, -0.039, 0.564], [0.061, 0.047, 0.090], [-1.100, -0.243, -0.022], [0.408, -1.138, -0.690], [0.334, 0.808, 0.228], [-0.497, 0.879, -0.213], [0.563, 0.616, -0.072], [-0.592, 1.362, 0.748], [0.049, 0.095, -0.544]],
  "mulliken_charge": [-1.077, 0.447, 0.397, 0.402, 0.281, 0.133, 0.274, 0.355, 0.327, -0.020, -0.694, -0.208, -0.419, -0.200]
}


Number 2 is which compound? C2H7N3OS